(1)
Computed, not measured: one molecule with the formula C9H17N3O4S in a non-equilibrium geometry, with ωB97M-V/def2-TZVPD.

XYZ file:
```
34
Properties=species:S:1:pos:R:3:forces:R:3:lowdin_charge:R:1
C -2.22526 -0.02174 -5.11985 0.3 1.0 0.1 -0.39
S -0.58843 0.59784 -4.61945 -1.0 0.6 0.2 0.80
C -1.24337 1.67094 -3.27912 -0.1 1.5 0.1 -0.49
C -1.44955 1.05892 -1.88926 0.8 -1.3 0.1 -0.20
C -0.17915 0.46739 -1.25537 0.5 1.2 0.6 -0.33
N 0.36494 -0.71426 -1.87123 -0.6 -1.3 2.5 0.04
C -0.20260 0.35966 0.29861 -1.4 0.6 0.5 -0.40
O -0.81369 1.14691 1.02608 0.9 -0.8 -1.3 0.06
N 0.59250 -0.65067 0.78004 -0.6 0.5 0.5 0.09
C 1.18517 -0.48348 2.10461 1.5 1.5 0.2 -0.23
C 0.19398 -0.47683 3.26105 -1.7 -1.2 0.5 -0.05
C 0.57697 0.23140 4.56389 -0.5 -0.2 0.7 -0.52
N 1.90788 0.37089 4.87166 0.0 0.2 0.3 0.16
O -0.34617 0.56298 5.31150 1.3 0.0 -0.7 0.03
C 2.30304 -1.49947 2.33574 -0.6 -0.3 -0.2 -0.47
O 3.26788 -1.28548 3.01565 0.1 -0.3 -0.3 0.11
O 2.08250 -2.68859 1.74144 -0.4 0.2 0.1 0.13
H -2.06173 -0.87784 -5.72099 0.0 -0.9 -0.7 0.01
H -2.77224 0.74747 -5.70131 0.2 -0.5 0.5 0.05
H -2.72792 -0.31238 -4.20775 -0.4 0.0 0.0 0.02
H -0.56888 2.55126 -3.26071 0.0 -0.6 0.3 0.08
H -2.20945 2.16573 -3.56315 0.7 -0.8 -0.2 0.09
H -2.07661 0.15035 -2.00428 -0.5 0.8 0.3 0.12
H -1.80020 1.80685 -1.17114 -0.5 -0.2 -0.3 0.12
H 0.58666 1.26149 -1.30310 0.1 -0.1 -0.4 0.16
H -0.29483 -1.50303 -1.81852 0.3 0.6 -0.2 0.11
H 0.57978 -0.56398 -2.80324 0.5 0.3 -2.0 -0.02
H 1.11809 -1.02611 0.01269 0.7 -0.4 -0.2 0.11
H 1.74891 0.49419 2.15846 -0.7 -0.7 -0.2 0.18
H -0.07418 -1.53571 3.59083 0.4 1.0 -0.5 0.16
H -0.80013 -0.04406 2.95525 1.3 -0.3 0.2 0.13
H 2.10839 0.85074 5.76244 -0.2 -0.6 -0.9 0.12
H 2.65811 -0.16220 4.38524 -0.9 0.8 0.5 0.08
H 1.15958 -2.64920 1.41329 0.5 -0.3 -0.1 0.12
```
Forces are in eV/Å.

Computed properties:
LUMO in eV: 0.4109
Gap between HOMO and LUMO in hartree: 0.3496
Molecular weight in u: 263.3
SMILES string: CSCC[C@H](N)C(=O)N[C@@H](CC(N)=O)C(=O)O
Total charge: 0

(2)
Computed, not measured: one molecule with the formula C9H17N3O5 in a non-equilibrium geometry, with ωB97M-V/def2-TZVPD.

XYZ file:
```
34
Properties=species:S:1:pos:R:3:forces:R:3:lowdin_charge:R:1
C 2.93062 -0.14253 1.81463 -0.2 0.0 -2.5 0.00
C 2.85174 0.60672 0.42961 -1.8 0.0 1.3 -0.37
O 3.97156 0.50492 -0.36863 0.8 0.1 -0.4 0.00
C 1.69044 0.04549 -0.46442 0.7 -0.7 1.0 -0.13
N 0.34385 0.41658 -0.00466 2.3 0.3 -0.2 0.11
C -0.12925 1.68422 -0.16009 0.1 0.3 0.4 -0.42
O 0.55190 2.67382 -0.38890 -0.9 -0.7 0.1 0.08
C -1.64763 1.66807 0.17065 0.1 -0.3 1.0 -0.34
N -2.15444 2.99816 0.40739 -0.2 0.1 -1.6 0.05
C -2.52269 0.91944 -0.85862 0.1 0.0 -1.6 -0.14
C -3.52060 -0.13122 -0.27976 -0.2 0.3 -0.6 -0.10
C -2.86930 -1.45407 0.18437 1.5 1.1 -0.8 -0.51
N -3.63660 -2.47621 0.51801 -2.0 -2.2 0.6 0.15
O -1.63923 -1.63313 0.20973 -0.9 0.7 -0.1 0.01
C 1.91121 -1.50374 -0.57987 1.4 0.6 -2.0 -0.48
O 2.72129 -2.00339 -1.33870 -1.0 0.9 1.2 0.12
O 1.16764 -2.22460 0.22997 0.0 -0.9 0.0 0.14
H 3.85941 0.04158 2.27739 1.3 0.2 0.5 0.06
H 2.19754 0.36416 2.37936 -1.1 -0.1 1.1 0.06
H 2.77853 -1.22392 1.68496 0.0 0.5 0.4 0.08
H 2.56142 1.66414 0.67239 0.4 -0.7 -0.4 0.14
H 4.67606 1.01953 0.02573 0.2 0.0 0.1 0.10
H 1.85401 0.43642 -1.42610 0.3 0.6 -1.4 0.14
H -0.33808 -0.21741 -0.30663 -1.4 -1.3 0.0 0.06
H -1.71702 1.15958 1.13508 0.1 -0.3 -0.1 0.15
H -1.67795 3.42964 1.17451 0.3 0.1 0.5 0.07
H -1.77910 3.46412 -0.42136 -0.4 0.8 0.3 0.08
H -1.89594 0.40236 -1.66031 -0.7 0.7 1.0 0.14
H -3.08656 1.76940 -1.37885 0.5 -1.4 0.5 0.13
H -4.29427 -0.39738 -1.07518 0.9 0.4 1.1 0.14
H -4.02579 0.37744 0.56214 -0.1 -0.6 -0.3 0.13
H -4.68092 -2.57458 0.41602 2.0 0.5 0.2 0.15
H -3.09080 -3.32286 0.77135 -0.9 0.9 -0.3 0.14
H 0.43724 -1.65719 0.43773 -1.2 0.0 1.1 0.05
```
Forces are in eV/Å.

Computed properties:
LUMO in eV: 0.3797
Gap between HOMO and LUMO in hartree: 0.3633
Molecular weight in u: 247.3
SMILES string: C[C@@H](O)[C@H](NC(=O)[C@@H](N)CCC(N)=O)C(=O)O
Total charge: 0

(3)
Computed, not measured: a 2-piece molecular cluster, C9H17N4O2 overall in a non-equilibrium geometry, with ωB97M-V/def2-TZVPD.

XYZ file:
```
32
Properties=species:S:1:pos:R:3:forces:R:3:lowdin_charge:R:1
C -1.26294 -0.75639 1.87823 -2.1 0.1 1.1 -0.32
C 1.19342 0.24081 -3.51814 2.9 1.0 -2.3 -0.18
C 1.91185 -0.26959 -2.32654 2.2 -1.9 2.4 -0.25
C 0.43327 1.56433 -3.14053 -0.2 -0.5 -1.8 -0.18
C 1.21458 -0.16742 -0.96988 0.5 -0.3 -0.2 -0.14
C 0.87625 2.35079 -1.89910 0.8 -2.9 0.2 -0.04
C -1.15927 -1.25362 4.11295 -0.3 0.9 0.6 -0.09
C -0.47521 -2.35838 3.31377 -0.1 -0.9 1.7 -0.16
C 0.72358 1.21406 -0.79020 -0.9 0.7 -0.6 -0.17
N -1.48073 -0.08499 0.73728 1.6 -1.7 -0.1 0.00
N -2.10253 -0.70184 3.00303 4.0 -1.2 -0.1 0.13
N -0.30054 -1.67056 2.06494 0.7 0.7 -0.1 0.09
N -0.24760 1.45993 -0.02533 0.3 0.0 0.9 -0.03
O -0.81181 2.38662 0.40749 -1.4 1.1 0.5 0.13
O -2.55695 0.66923 0.97703 -2.0 2.6 -2.7 -0.05
H 2.20018 0.42042 -4.19051 -2.8 0.3 0.9 0.16
H 0.63846 -0.47752 -4.18272 0.1 0.7 1.3 0.13
H 2.36044 -1.27743 -2.35263 -1.0 -0.2 -0.7 0.13
H 2.92068 0.18288 -2.16930 -0.9 0.8 -0.3 0.13
H 0.56951 2.26050 -3.97377 -0.4 -0.1 -0.1 0.12
H -0.64513 1.30437 -3.08155 0.5 0.4 0.1 0.13
H 0.38337 -0.84940 -0.85529 -0.6 -0.1 -0.3 0.10
H 1.88941 -0.48138 -0.16142 0.1 0.4 -0.2 0.13
H 1.96275 2.52067 -1.95418 -0.5 0.7 0.0 0.13
H 0.19334 3.20343 -1.82841 0.6 -0.1 0.7 0.13
H -1.61962 -1.46762 5.10185 -0.3 -0.5 -1.2 0.13
H -0.37463 -0.49914 4.42310 -0.9 -0.3 -0.9 0.13
H 0.37494 -2.90137 3.79723 0.1 1.5 -0.6 0.15
H -1.10775 -3.21080 3.18741 -1.2 -0.4 -0.3 0.11
H -3.00200 -0.26901 3.07154 0.1 0.5 0.0 0.14
H 0.15547 -2.10110 1.29780 0.3 -0.1 -0.7 0.14
H -2.85478 1.01956 0.04584 0.6 -1.0 2.6 0.19
```
Forces are in eV/Å.

Computed properties:
LUMO (alpha / beta) in eV: -4.9115 / -4.8956
Gap between HOMO and LUMO (alpha / beta) in hartree: 0.2729 / 0.2737
Molecular weight in u: 213.3
Total charge: +1

(4)
Computed, not measured: one molecule with the formula C9H17NO in a non-equilibrium geometry, with ωB97M-V/def2-TZVPD.

XYZ file:
```
28
Properties=species:S:1:pos:R:3:forces:R:3:lowdin_charge:R:1
C -2.85057 -0.78407 -0.01750 -1.3 0.6 0.6 -0.13
N -1.50747 -0.77206 -0.48171 1.6 0.2 0.3 -0.18
C -1.18250 0.39382 -1.33022 -0.7 0.1 1.2 -0.16
C -0.80440 1.68462 -0.55353 -0.2 -0.6 0.6 -0.11
C 0.12253 1.40136 0.66268 0.2 0.4 -0.7 -0.31
C 1.58418 1.05930 0.29082 0.0 0.1 0.2 -0.11
C 1.73965 -0.26961 -0.44006 -0.3 -0.4 -0.7 -0.38
O 3.09383 -0.75450 -0.40705 -0.3 0.3 0.1 -0.05
C 0.85988 -1.39456 0.16931 0.4 0.1 -0.1 -0.07
C -0.54724 -0.96380 0.65844 -0.4 -0.4 -0.4 -0.28
C -0.48255 0.30809 1.51170 0.1 -0.3 0.6 -0.13
H -3.53510 -0.72156 -0.87601 0.1 -0.1 0.2 0.09
H -3.03227 -1.72626 0.51445 -0.1 0.2 -0.1 0.09
H -3.15202 0.06268 0.68599 0.3 -0.8 -0.6 0.09
H -0.40801 0.11838 -2.00632 0.6 -0.2 -0.6 0.09
H -2.08593 0.56427 -1.90810 0.0 0.2 -0.3 0.11
H -0.32506 2.39344 -1.21857 0.0 0.2 -0.2 0.11
H -1.73874 2.13379 -0.17424 0.4 0.0 -0.1 0.11
H 0.21539 2.29149 1.27212 -0.3 0.5 0.0 0.13
H 2.03864 1.88613 -0.28015 -0.2 -0.2 -0.1 0.12
H 2.16822 1.02703 1.22229 -0.1 -0.2 -0.1 0.13
H 1.48367 -0.14306 -1.52416 0.0 0.0 0.8 0.14
H 3.64299 -0.04108 -0.74995 0.1 -0.1 0.0 0.09
H 1.46029 -1.80422 1.01287 -0.5 0.2 -0.3 0.13
H 0.76582 -2.19525 -0.58646 0.0 0.3 0.4 0.13
H -0.98208 -1.80658 1.23624 0.4 0.4 -0.2 0.14
H -1.48816 0.59428 1.87954 0.4 -0.1 -0.3 0.11
H 0.14017 0.19601 2.41899 -0.2 -0.3 -0.3 0.13
```
Forces are in eV/Å.

Computed properties:
LUMO in eV: 0.9004
Gap between HOMO and LUMO in hartree: 0.3358
Molecular weight in u: 155.2
SMILES string: CN1CC[C@@H]2C[C@@H](O)C[C@H]1C2
Total charge: 0

(5)
Computed, not measured: one molecule with the formula C9H17NS in a non-equilibrium geometry, with ωB97M-V/def2-TZVPD.

XYZ file:
```
28
Properties=species:S:1:pos:R:3:forces:R:3:lowdin_charge:R:1
C -2.13601 -1.30372 -0.83123 0.0 2.5 1.0 -0.18
C -2.89897 -0.15869 -0.69567 -0.8 -0.7 -2.5 -0.54
C -1.05796 -1.44569 0.06401 1.1 0.8 -0.6 -0.24
C -0.01420 0.51559 -0.20771 -1.0 -0.1 -1.3 -0.42
C -1.16738 -1.37377 1.55099 1.4 -5.4 0.4 -0.12
C 0.17920 0.66862 -1.69629 -1.1 -0.8 -1.5 -0.05
C 2.26059 -0.51991 -0.19682 2.2 1.5 3.0 -0.04
C 1.88090 1.72635 0.74118 0.0 -0.2 -0.5 -0.05
C 1.26620 0.38558 0.52788 0.3 0.8 -2.0 -0.40
N -0.90876 1.40593 0.36521 -0.2 -0.7 -2.4 -0.21
S -2.70090 1.13606 0.35480 0.4 0.3 0.1 0.92
H -2.12785 -1.83003 -1.77185 -0.2 -0.1 -0.1 0.10
H -3.38576 0.16145 -1.64119 -0.3 -0.5 0.8 0.06
H -0.36949 -2.20203 -0.29543 0.3 -0.1 0.4 0.10
H -1.53973 -0.54658 2.04324 -0.5 1.9 0.7 0.01
H -0.12762 -1.72480 1.88850 -1.4 1.0 0.2 0.10
H -1.81785 -2.29293 1.93043 1.0 1.8 -0.8 0.13
H -0.87343 0.94804 -2.09722 2.0 -0.5 0.1 0.11
H 0.48801 -0.37287 -1.99162 -0.6 1.1 -0.5 0.08
H 1.01375 1.34803 -2.13969 -1.6 -0.7 1.3 0.12
H 2.66419 -0.02652 -1.07842 0.3 -0.1 0.2 0.09
H 1.76857 -1.36024 -0.43796 -1.7 -3.2 -1.4 0.01
H 3.06491 -0.91817 0.56587 -1.1 1.2 -1.6 0.13
H 2.88494 1.54005 0.88456 2.4 0.1 0.6 0.06
H 1.52673 2.35617 1.47888 -1.0 0.6 2.4 0.06
H 1.79784 2.41733 -0.03376 0.0 0.6 -2.3 0.07
H 0.99002 0.02837 1.43504 -0.3 -1.5 3.0 0.09
H -0.65995 1.43838 1.28425 0.4 0.4 3.4 0.02
```
Forces are in eV/Å.

Computed properties:
LUMO in eV: 0.6516
Gap between HOMO and LUMO in hartree: 0.3094
Molecular weight in u: 171.3
Total charge: 0

(6)
Computed, not measured: C9H18AsNO5SbSe4Tc as an isolated structure in a non-equilibrium geometry, with ωB97M-V/def2-TZVPD.

XYZ file:
```
40
Properties=species:S:1:pos:R:3:forces:R:3:lowdin_charge:R:1
Tc -0.79976 -0.49138 -0.84360 -0.2 0.5 0.7 0.98
O -2.93467 -1.12816 -0.69970 0.1 0.4 -0.9 -0.21
C -3.06121 -2.55365 -0.55043 0.5 0.2 0.0 -0.14
C -1.79524 -3.21699 -1.05769 0.0 0.5 0.5 -0.12
N -0.58288 -2.55635 -0.47642 -0.4 0.9 -0.5 -0.26
C -0.49278 -2.75385 1.00063 1.2 0.2 -0.3 -0.03
C -0.87134 -1.55293 1.83680 -0.7 1.4 0.1 -0.55
O -0.83984 -1.54947 3.02846 0.2 -0.3 -0.2 0.16
O -1.28068 -0.46012 1.12349 0.7 -1.1 -0.3 -0.30
C 0.71332 -2.87635 -1.13582 0.1 1.5 -0.1 -0.05
C 1.67610 -1.65778 -0.88147 -0.9 -0.4 0.6 -0.55
O 2.84091 -1.71100 -1.00776 1.2 -0.3 -0.4 0.19
O 1.07696 -0.52248 -0.41464 -0.4 -0.2 -0.5 -0.28
H -3.36999 -0.67629 0.02202 -0.3 0.2 0.4 0.12
H -3.94414 -2.89132 -1.06675 -0.2 -0.2 -0.4 0.15
H -3.18294 -2.76289 0.48563 -0.2 -0.2 1.0 0.13
H -1.75414 -3.18043 -2.13441 0.3 -0.1 -0.3 0.11
H -1.77612 -4.21226 -0.67751 -0.2 -1.1 -0.2 0.14
H 0.55252 -2.99351 1.22644 -0.2 0.0 0.2 0.16
H -1.07271 -3.59171 1.30264 -0.6 -0.8 0.3 0.14
H 0.61306 -3.01391 -2.21723 -0.2 0.1 0.2 0.14
H 1.15378 -3.74734 -0.71329 0.4 -0.8 0.3 0.14
Se 1.45383 3.69867 -3.69787 -1.0 0.0 0.7 0.16
Sb -0.65211 3.57736 -2.60616 0.0 -0.6 -0.7 0.22
Se -0.82153 2.16637 -0.27554 0.1 0.0 -0.6 0.31
Se -1.10846 -0.36407 -2.99186 0.0 0.2 0.1 0.48
Se -2.91967 3.25014 -3.10267 0.6 0.3 0.1 0.13
C 1.63092 1.35437 1.99315 1.1 -0.7 0.8 -0.25
As 1.19744 2.71110 0.79211 0.2 0.2 -0.3 0.85
C 2.78821 3.14847 -0.22845 -0.2 0.4 0.3 -0.22
C 0.80665 4.16390 1.95274 -0.6 1.3 -0.9 -0.24
H 2.11250 1.92955 2.81814 -0.5 -0.7 -0.2 0.08
H 2.41885 0.75222 1.51288 -0.5 0.0 0.3 0.06
H 0.77803 0.73763 2.32278 0.4 0.4 -0.1 0.05
H 3.64877 3.06227 0.46361 -0.5 0.1 -0.2 0.08
H 2.65165 4.17409 -0.59086 0.3 -0.2 0.1 0.04
H 2.92966 2.48380 -1.06318 0.0 -0.3 -0.2 0.02
H 1.74560 4.33856 2.47452 0.0 0.3 0.0 0.06
H 0.05496 3.83150 2.65011 -0.2 -0.1 0.3 0.05
H 0.41652 5.08424 1.42714 0.7 -1.0 0.6 0.08
```
Forces are in eV/Å.

Computed properties:
LUMO in eV: -9.0122
Gap between HOMO and LUMO in hartree: 0.2209
Molecular weight in u: 830.8
Total charge: +2